Entry from OMol25: a 2-piece molecular cluster, C7H16BCl3FOS overall (ωB97M-V/def2-TZVPD).

Each line ends with the Löwdin charge.
Cartesian coordinates (Å):
C 3.966 -2.487 0.298  -0.08
C 2.687 -1.759 -0.130  -0.17
B 2.605 -0.323 0.449  -0.58
O 3.679 0.364 0.849  0.20
S 0.935 0.613 0.717  1.20
F 1.273 2.039 0.132  -0.30
C -0.293 0.022 -0.471  -0.84
Cl 0.427 0.100 -2.105  0.71
C -0.766 -1.391 -0.143  -0.29
C -0.756 -1.763 1.342  -0.09
H 3.889 -3.525 -0.013  0.08
H 4.847 -2.064 -0.169  0.09
H 4.073 -2.494 1.378  0.09
H 1.825 -2.333 0.217  0.10
H 2.598 -1.686 -1.214  0.11
H 3.541 1.067 1.491  0.13
H -1.090 0.766 -0.479  -0.02
H -0.223 -2.110 -0.744  0.10
H -1.800 -1.426 -0.482  0.12
H -1.564 -1.275 1.877  0.09
H -0.943 -2.831 1.419  0.10
H 0.197 -1.588 1.840  0.05
Cl -1.558 3.153 -0.766  0.60
C -3.247 3.359 -1.314  -0.61
C -4.210 2.858 -0.272  -0.64
Cl -4.084 1.086 -0.078  0.55
H -3.355 2.817 -2.250  0.08
H -3.401 4.419 -1.502  0.08
H -5.230 3.081 -0.574  0.08
H -4.022 3.311 0.697  0.07

## Properties
* frontier orbital gap: 9.07 eV
* strongest force on any atom: 0.024 Eh/bohr
* E_LUMO: -4.72 eV
* charge: +1
* DFT total energy: -2254.81600 a.u.